Below is one molecule with the formula H3IO3Si, with properties calculated with wB97M-V/def2-TZVPD.

Structure (ORCA input):
```
! RIJCOSX wB97M-V def2-TZVPD def2/J DEFGRID3
* xyz 0 1
O -0.457 1.413 0.579
O -0.464 -1.204 0.929
O -0.460 -0.200 -1.512
Si 0.051 0.002 -0.001
I 2.520 -0.003 0.001
H -0.395 2.205 0.053
H -0.378 -1.156 1.876
H -0.418 -1.057 -1.925
*
```

Energy above the lowest of the compared OMol25 structures with the same formula, charge and spin in kJ/mol: 0.0
Orbital gap in Eh: 0.3683
Highest occupied orbital energy in eV: -9.68
LUMO level in eV: 0.3414
Structure (SMILES): O[Si](O)(O)I
Electronic energy in eV: -22174.7459

Below is C6H6O2 as an isolated structure in a non-equilibrium geometry, with properties calculated with wB97M-V/def2-TZVPD.

Structure (ORCA input):
```
! RIJCOSX wB97M-V def2-TZVPD def2/J DEFGRID3
* xyz 0 1
C 0.647 -0.320 0.003
C -0.083 -0.567 1.383
C -1.242 0.125 0.602
C -1.449 -0.727 -0.620
C -0.220 -1.030 -1.011
C -0.097 1.017 -0.033
H 2.206 -1.275 0.149
H 0.311 -0.013 2.249
H -0.274 -1.633 1.626
H -2.144 0.534 1.082
H -2.343 -1.104 -1.070
H 0.060 -1.722 -1.804
O 2.016 -0.355 -0.122
O 0.091 2.133 -0.400
*
```

Energy above the lowest of the compared OMol25 structures with the same formula, charge and spin in kJ/mol: 177.3
Orbital gap in Eh: 0.3780
Highest occupied orbital energy in eV: -9.51
LUMO level in eV: 0.7714
Electronic energy in eV: -10411.5717

Below is a 4-piece molecular cluster, C5H15NO2 overall in a non-equilibrium geometry, with properties calculated with wB97M-V/def2-TZVPD.

Structure (ORCA input):
```
! RIJCOSX wB97M-V def2-TZVPD def2/J DEFGRID3
* xyz 0 1
C -0.653 0.510 -0.603
N 1.132 1.113 0.851
C 0.215 0.002 0.532
C -0.684 -2.711 1.799
C -1.971 -2.244 1.610
C -2.626 -1.791 0.439
H -0.033 0.482 -1.496
H -1.487 -0.155 -0.890
H -0.941 1.537 -0.453
H 1.149 1.787 0.042
H -0.430 -0.274 1.363
H 0.590 -0.985 0.215
H -0.053 -2.998 0.950
H -0.316 -2.935 2.803
H -2.543 -2.133 2.533
H -2.335 -2.194 -0.532
H -3.606 -1.353 0.542
H 2.784 1.730 -3.122
H 2.060 0.883 1.255
O 2.440 1.104 -2.454
H 1.766 3.459 -1.094
H 1.740 1.733 -1.978
O 1.062 2.798 -1.172
*
```

Energy above the lowest of the compared OMol25 structures with the same formula, charge and spin in kJ/mol: 747.3
Orbital gap in Eh: 0.1129
Highest occupied orbital energy in eV: -7.34
LUMO level in eV: -4.2691
Electronic energy in eV: -11006.2015

Below is C17H20Br9FO6 as an isolated structure in a non-equilibrium geometry, with properties calculated with wB97M-V/def2-TZVPD.

Structure (ORCA input):
```
! RIJCOSX wB97M-V def2-TZVPD def2/J DEFGRID3
* xyz -1 2
C -1.123 0.366 4.408
C -2.022 1.491 3.971
C -2.407 2.570 5.006
O -2.107 3.811 4.289
C -1.570 3.638 3.128
O -1.274 4.594 2.358
O -1.451 2.259 2.976
H -1.554 -0.263 5.188
H -0.173 0.717 4.811
H -0.787 -0.120 3.492
H -3.020 1.165 3.677
H -1.830 2.389 5.913
H -3.476 2.450 5.184
C 2.247 2.710 0.001
C 1.466 2.490 -1.298
C 0.240 3.348 -1.374
O 0.114 3.777 -2.696
C 1.353 3.643 -3.207
O 1.539 3.985 -4.361
O 2.227 3.048 -2.367
H 3.242 2.265 -0.024
H 1.653 2.453 0.877
H 2.587 3.744 -0.058
H 1.496 1.448 -1.617
H 0.378 4.332 -0.926
H -0.599 2.839 -0.899
F 2.244 -7.694 -4.460
C 1.985 -6.352 -4.264
C 1.518 -5.999 -3.008
C 1.230 -4.691 -2.755
C 1.364 -3.737 -3.728
C 1.877 -4.063 -4.945
C 2.139 -5.402 -5.224
H 1.492 -6.776 -2.258
H 0.823 -4.466 -1.780
H 1.128 -2.704 -3.522
H 2.084 -3.285 -5.666
H 2.461 -5.809 -6.171
C -5.413 2.238 -0.598
Br -6.263 3.689 -1.696
Br -6.522 0.654 -0.552
Br -4.912 2.992 1.127
H -4.501 2.060 -1.168
C -1.071 -0.674 0.310
Br -0.318 -1.418 -1.406
Br -1.959 -2.111 1.396
Br -2.322 0.852 0.168
H -0.203 -0.458 0.932
C 3.544 -2.451 2.673
Br 3.928 -3.898 1.435
Br 1.792 -1.750 2.562
Br 5.006 -1.022 2.484
H 3.722 -2.871 3.664
*
```

Energy above the lowest of the compared OMol25 structures with the same formula, charge and spin in kJ/mol: 0.0
<S²>: 0.75
Orbital gap (spin up / spin down) in Eh: 0.1260 / 0.2884
Highest occupied orbital energy (spin up / spin down) in eV: -1.97 / -6.38
LUMO level (spin up / spin down) in eV: 1.4536 / 1.4656
Electronic energy in eV: -663336.8606

Below is a 8-piece molecular cluster, C26H73N5O11 overall in a non-equilibrium geometry, with properties calculated with wB97M-V/def2-TZVPD.

Structure (ORCA input):
```
! RIJCOSX wB97M-V def2-TZVPD def2/J DEFGRID3
* xyz 0 1
C 18.642 -5.674 16.554
C 17.445 -5.486 15.585
C 16.085 -5.753 16.326
O 15.122 -6.316 15.465
C 13.782 -6.301 15.908
N 17.478 -4.146 15.059
H 19.595 -5.362 16.126
H 18.783 -6.736 16.758
H 18.466 -5.242 17.539
H 17.513 -6.161 14.733
H 15.789 -4.858 16.873
H 16.149 -6.443 17.168
H 13.054 -6.567 15.142
H 13.503 -5.288 16.199
H 13.462 -6.922 16.745
H 16.650 -4.117 14.482
H 17.258 -3.537 15.834
C 12.104 -3.405 8.812
C 10.910 -2.488 8.521
C 11.057 -0.979 8.774
O 9.847 -0.393 8.397
C 9.930 1.007 8.544
N 10.307 -2.864 7.232
H 11.743 -4.411 8.597
H 12.328 -3.401 9.878
H 12.982 -3.142 8.222
H 10.154 -2.823 9.231
H 11.912 -0.642 8.189
H 11.286 -0.804 9.826
H 9.903 1.264 9.603
H 9.040 1.417 8.067
H 10.855 1.495 8.239
H 10.941 -2.720 6.459
H 9.510 -2.292 6.991
C 9.740 -3.702 15.125
C 10.318 -5.017 15.536
C 10.574 -5.294 17.088
O 11.649 -4.422 17.573
C 12.137 -4.625 18.861
N 9.354 -6.005 15.098
H 9.714 -3.559 14.045
H 10.381 -2.926 15.543
H 8.798 -3.570 15.658
H 11.274 -5.100 15.019
H 10.829 -6.333 17.297
H 9.632 -5.136 17.613
H 12.705 -5.555 18.848
H 11.309 -4.625 19.570
H 12.760 -3.798 19.202
H 8.552 -5.411 14.946
H 9.129 -6.744 15.749
C 16.966 0.352 14.617
C 17.711 -0.316 15.739
C 16.845 -1.064 16.735
O 15.920 -1.904 16.080
C 14.753 -2.125 16.872
N 18.562 -1.321 15.055
H 16.588 -0.332 13.857
H 17.491 1.194 14.166
H 16.052 0.770 15.038
H 18.351 0.422 16.224
H 16.447 -0.191 17.252
H 17.360 -1.604 17.529
H 14.208 -3.008 16.538
H 14.021 -1.320 16.822
H 15.001 -2.338 17.912
H 17.970 -2.138 15.035
H 19.306 -1.639 15.661
C 13.292 0.310 14.206
C 13.099 -1.205 14.087
C 12.034 -1.535 13.043
O 10.679 -1.226 13.380
C 9.707 -1.454 12.366
N 14.383 -1.763 13.603
H 12.343 0.787 14.448
H 13.743 0.579 13.250
H 13.872 0.621 15.075
H 12.789 -1.780 14.960
H 11.971 -2.609 12.868
H 12.322 -1.060 12.105
H 9.808 -0.717 11.569
H 8.709 -1.443 12.806
H 9.916 -2.453 11.984
H 15.089 -1.536 14.289
H 14.427 -2.770 13.533
C 13.113 3.432 16.159
C 11.875 3.002 16.948
O 12.063 2.956 18.319
O 13.236 4.819 16.329
H 12.868 3.160 15.132
H 14.101 3.017 16.361
H 11.642 1.952 16.771
H 10.931 3.493 16.715
H 11.574 3.685 18.709
H 12.325 5.106 16.228
C 15.794 -4.018 11.100
C 15.191 -5.150 11.931
O 14.898 -4.715 13.252
O 14.843 -2.993 10.886
H 16.084 -4.411 10.126
H 16.681 -3.638 11.607
H 15.982 -5.899 11.980
H 14.327 -5.583 11.428
H 15.080 -5.427 13.870
H 14.657 -2.506 11.692
C 9.668 2.626 12.019
C 9.446 2.020 13.416
O 8.894 2.871 14.435
O 10.525 3.718 12.023
H 8.750 2.987 11.555
H 10.118 1.881 11.362
H 10.437 1.656 13.687
H 8.800 1.145 13.340
H 8.699 2.406 15.251
H 10.095 4.432 12.501
*
```

Energy above the lowest of the compared OMol25 structures with the same formula, charge and spin in kJ/mol: 260.3
Orbital gap in Eh: 0.3417
Highest occupied orbital energy in eV: -8.96
LUMO level in eV: 0.3384
Structure (SMILES): COC[C@H](C)N.COC[C@H](C)N.COC[C@H](C)N.COC[C@H](C)N.COC[C@H](C)N.OCCO.OCCO.OCCO
Electronic energy in eV: -58112.4414

Below is a 2-piece molecular cluster, C5H11NO overall, with properties calculated with wB97M-V/def2-TZVPD.

Structure (ORCA input):
```
! RIJCOSX wB97M-V def2-TZVPD def2/J DEFGRID3
* xyz 0 1
C -0.473 2.223 -0.576
C -0.431 1.388 0.695
N -0.364 -0.021 0.340
C 0.258 -0.933 1.261
C 0.946 -0.514 -0.003
C 1.079 -1.388 -1.211
O 0.177 -1.677 -1.957
H -0.547 3.291 -0.347
H -1.330 1.930 -1.189
H 0.434 2.063 -1.170
H 0.427 1.689 1.325
H -1.340 1.542 1.288
H 0.683 -0.535 2.185
H -0.200 -1.916 1.344
H 1.803 0.150 0.153
H 2.107 -1.763 -1.396
H -1.711 -3.054 -0.157
H -1.516 -2.475 -0.583
*
```

Energy above the lowest of the compared OMol25 structures with the same formula, charge and spin in kJ/mol: 310.4
Orbital gap in Eh: 0.3860
Highest occupied orbital energy in eV: -9.59
LUMO level in eV: 0.9133
Structure (SMILES): CCN1C[C@H]1C=O.[H][H]
Electronic energy in eV: -8898.4808